--- a ---
This record from OMol25 describes a cluster of 2 separate species, CH7N3O in total. The level of theory is wB97M-V/def2-TZVPD.

CARTESIAN COORDINATES (ANGSTROEM)
N 0.91 -1.91 -0.45
C 0.35 -0.71 0.02
N -0.30 -0.05 -1.03
N 0.10 -0.36 1.21
H 1.46 -2.43 0.21
H 1.47 -1.83 -1.29
H 0.18 0.05 -1.91
H -0.71 0.84 -0.74
H 0.62 -0.44 2.06
H -1.74 2.98 0.41
H -0.55 2.47 1.13
O -1.01 2.38 0.28

Structure (SMILES): N=C(N)N.O
HOMO-LUMO gap: 9.4 eV


--- b ---
This record from OMol25 describes a cluster of 2 separate species, CH7N3O in total. The level of theory is wB97M-V/def2-TZVPD.

CARTESIAN COORDINATES (ANGSTROEM)
C 0.04 -1.08 1.13
N 0.15 0.81 -1.63
N -0.19 0.30 0.84
N -0.98 0.67 -1.01
O 0.96 -1.62 0.22
H 0.41 -1.13 2.08
H -1.01 -1.67 1.11
H 0.63 1.55 -1.15
H 0.65 -0.03 -1.98
H -0.81 0.67 1.54
H -1.49 -0.31 -1.26
H 1.54 -0.94 -0.01

HOMO-LUMO gap (spin up / spin down): 8.6 / 8.9 eV


Of them, b has the lowest stability.


--- a ---
This record from OMol25 describes a cluster of 2 separate species, C2H7OPS in total. The level of theory is wB97M-V/def2-TZVPD.

CARTESIAN COORDINATES (ANGSTROEM)
C 1.67 -0.14 -0.60
C -2.09 -0.61 0.24
O 0.79 1.01 -0.62
P -0.99 -0.87 1.53
S -2.60 1.13 0.08
H 2.72 0.16 -0.57
H 1.41 -0.75 -1.43
H 1.35 -0.75 0.28
H 1.28 1.78 -0.84
H 0.11 0.04 2.04
H -0.23 -1.85 0.90
H -3.40 0.84 -1.00

Structure (SMILES): [PH2]#CS.CO
HOMO-LUMO gap: 8.6 eV


--- b ---
This record from OMol25 describes an isolated molecule of C2H7OPS. The level of theory is wB97M-V/def2-TZVPD.

CARTESIAN COORDINATES (ANGSTROEM)
C -1.04 -1.56 0.03
C 0.11 1.62 -0.31
O 0.24 -1.03 -0.39
P 1.10 0.20 0.25
S 3.35 0.19 -0.06
H -1.60 -1.43 -0.94
H -1.62 -1.13 0.96
H -1.00 -2.61 0.15
H -0.13 1.44 -1.30
H -0.83 1.76 0.08
H 0.48 2.56 -0.17
H 0.94 0.00 1.71

Structure (SMILES): CO[P@H](C)=S
HOMO-LUMO gap: 8.8 eV


Of them, a has the lowest stability.


--- a ---
This record from OMol25 describes an isolated molecule of C4H9NO4. The level of theory is wB97M-V/def2-TZVPD.

CARTESIAN COORDINATES (ANGSTROEM)
C -0.35 0.16 -1.14
C -0.39 -1.11 -0.28
C 0.62 -1.09 0.88
C 0.36 0.06 1.81
N -1.01 1.30 -0.55
O -0.99 -0.17 -2.35
O 0.98 0.56 -1.41
O 1.38 0.93 1.85
O -0.63 0.21 2.48
H -1.37 0.62 -2.74
H 1.38 -0.11 -1.97
H 1.18 1.67 2.45
H -1.40 1.10 0.36
H -0.36 2.07 -0.50
H -0.18 -1.95 -0.94
H -1.40 -1.22 0.10
H 1.64 -1.00 0.49
H 0.53 -2.02 1.45

Structure (SMILES): NC(O)(O)CCC(=O)O
HOMO-LUMO gap: 10.6 eV


--- b ---
This record from OMol25 describes a cluster of 2 separate species, C4H9NO4 in total. The level of theory is wB97M-V/def2-TZVPD.

CARTESIAN COORDINATES (ANGSTROEM)
C 0.87 0.34 -0.25
C 2.02 1.10 -0.84
C -0.78 0.95 0.02
O -1.54 0.84 -1.12
O -0.84 2.02 0.63
H -2.04 1.67 -1.19
H 0.99 0.27 0.83
H 0.56 -0.52 -0.83
H 2.50 0.51 -1.62
H 2.82 1.27 -0.11
H 1.77 2.08 -1.26
N -1.32 -0.97 0.86
C 0.11 -1.72 1.40
O -1.69 -1.66 -0.32
O 0.35 -1.98 2.54
H -2.27 -1.01 -0.76
H -2.08 -1.09 1.53
H 0.57 -2.11 0.49

Structure (SMILES): CCC(=O)O.O=CNO
HOMO-LUMO gap: 9.7 eV


Of them, b has the lowest stability.


--- a ---
This record from OMol25 describes a cluster of 2 separate species, C33H34BF5O2S in total. The level of theory is wB97M-V/def2-TZVPD.

CARTESIAN COORDINATES (ANGSTROEM)
C 1.25 -5.68 1.23
C 0.89 -4.40 0.60
C -0.39 -3.98 0.25
C -0.39 -2.73 -0.46
C 0.87 -2.14 -0.48
B 1.67 -0.94 -1.62
C 1.79 -1.42 -3.18
C 0.94 -2.40 -3.68
C 1.01 -2.77 -5.03
C 1.95 -2.18 -5.85
C 2.01 -2.60 -7.30
F 3.15 -2.17 -7.93
F 1.97 -3.96 -7.43
F 0.95 -2.10 -8.01
C 2.80 -1.20 -5.38
C 2.72 -0.82 -4.03
O 0.73 0.12 -1.40
C 1.17 0.61 -0.15
C 0.55 1.99 0.06
C 0.81 -0.27 1.01
C 2.77 0.54 -0.25
C 3.32 1.79 -0.92
C 3.52 0.32 1.05
O 2.97 -0.60 -1.09
S 2.09 -3.26 0.10
H 0.36 -6.22 1.55
H 1.82 -6.31 0.53
H 1.88 -5.48 2.10
H -1.26 -4.57 0.51
H -1.27 -2.28 -0.91
H 0.23 -2.87 -3.02
H 0.33 -3.52 -5.42
H 3.53 -0.73 -6.03
H 3.40 -0.06 -3.66
H 0.86 2.39 1.03
H 0.82 2.68 -0.74
H -0.54 1.88 0.08
H 0.84 0.32 1.92
H -0.20 -0.67 0.87
H 1.50 -1.11 1.21
H 3.13 2.64 -0.24
H 4.40 1.69 -1.07
H 2.83 1.97 -1.89
H 3.09 0.93 1.85
H 3.56 -0.74 1.34
H 4.55 0.67 0.90
C 0.47 4.86 5.00
C -0.10 3.59 4.46
C -1.48 3.40 4.36
F -2.28 4.35 4.94
C -2.07 2.30 3.76
C -1.24 1.27 3.22
C -1.67 0.32 2.21
C -2.78 0.62 1.37
C -3.21 1.97 1.15
C -4.43 2.19 0.56
F -4.88 3.49 0.44
C -5.24 1.18 0.07
C -6.58 1.51 -0.48
C -4.72 -0.13 0.08
C -3.51 -0.41 0.71
C 0.10 1.29 3.71
C 0.69 2.49 4.12
H 1.44 5.06 4.53
H -0.19 5.70 4.80
H 0.64 4.81 6.08
H -3.15 2.27 3.67
H -1.37 -0.72 2.30
H -2.63 2.82 1.51
H -7.14 0.59 -0.64
H -7.14 2.14 0.22
H -6.52 2.05 -1.43
H -5.30 -0.91 -0.41
H -3.15 -1.44 0.74
H 0.70 0.37 3.73
H 1.77 2.58 4.20

HOMO-LUMO gap: 3.3 eV


--- b ---
This record from OMol25 describes a cluster of 2 separate species, C33H34BF5O2S in total. The level of theory is wB97M-V/def2-TZVPD.

CARTESIAN COORDINATES (ANGSTROEM)
C -1.08 -4.17 -3.46
C -0.75 -3.35 -2.28
C -0.12 -3.67 -1.10
C 0.01 -2.54 -0.22
C -0.64 -1.42 -0.69
B -2.04 -0.45 0.17
C -3.16 -1.29 1.02
C -3.12 -2.64 1.39
C -4.18 -3.18 2.13
C -5.25 -2.40 2.49
C -6.33 -2.92 3.41
F -7.44 -2.15 3.41
F -6.71 -4.19 3.08
F -5.88 -2.97 4.71
C -5.35 -1.08 2.05
C -4.29 -0.54 1.32
O -1.17 0.45 0.87
C -0.90 1.41 -0.17
C -0.21 2.57 0.55
C -0.03 0.91 -1.30
C -2.34 1.60 -0.86
C -3.26 2.52 -0.03
C -2.28 1.97 -2.34
O -2.81 0.27 -0.82
S -1.48 -1.78 -2.18
H -0.38 -5.00 -3.58
H -2.12 -4.54 -3.39
H -1.02 -3.50 -4.33
H 0.18 -4.71 -0.89
H 0.55 -2.53 0.72
H -2.27 -3.26 1.11
H -4.17 -4.23 2.43
H -6.22 -0.47 2.27
H -4.42 0.48 0.95
H 0.10 3.34 -0.17
H -0.88 2.99 1.30
H 0.69 2.20 1.05
H 0.40 1.75 -1.85
H 0.88 0.30 -0.90
H -0.55 0.28 -2.06
H -2.87 3.55 -0.07
H -4.28 2.53 -0.43
H -3.29 2.20 1.02
H -1.48 2.71 -2.49
H -2.10 1.10 -2.97
H -3.22 2.43 -2.67
C 3.69 5.23 -2.25
C 3.58 3.74 -2.17
C 4.23 3.03 -1.17
F 5.10 3.72 -0.35
C 4.07 1.69 -0.95
C 3.00 1.02 -1.57
C 2.27 -0.13 -0.91
C 2.75 -0.42 0.45
C 3.03 0.58 1.41
C 3.76 0.24 2.54
F 4.35 1.22 3.30
C 4.03 -1.07 2.92
C 4.74 -1.35 4.19
C 3.62 -2.08 2.04
C 2.99 -1.75 0.84
C 2.56 1.62 -2.78
C 2.85 2.95 -3.06
H 2.70 5.68 -2.39
H 4.14 5.60 -1.32
H 4.33 5.55 -3.08
H 4.67 1.24 -0.16
H 2.23 -1.03 -1.54
H 2.83 1.64 1.26
H 4.83 -2.42 4.34
H 5.75 -0.91 4.19
H 4.21 -0.93 5.06
H 3.81 -3.11 2.30
H 2.68 -2.55 0.17
H 1.96 1.03 -3.47
H 2.51 3.39 -4.01

HOMO-LUMO gap: 4.8 eV


Of them, b has the lowest stability.


--- a ---
This record from OMol25 describes an isolated molecule of C10H17P. The level of theory is wB97M-V/def2-TZVPD.

CARTESIAN COORDINATES (ANGSTROEM)
C -0.97 0.99 -0.19
C 0.40 1.16 -0.02
C -1.32 -0.41 -0.46
C -2.59 -0.92 -0.33
C -0.08 -1.33 -0.47
C 1.20 -0.13 0.20
C -1.92 2.11 -0.48
C 1.09 2.34 0.41
C -0.25 -2.74 0.01
C 1.53 -0.54 1.58
P 2.73 -0.07 -0.99
H -2.66 -2.03 -0.34
H -3.42 -0.29 -0.09
H 0.30 -1.37 -1.48
H -1.98 2.45 -1.47
H -1.81 2.85 0.34
H -2.93 1.69 -0.40
H 0.47 3.16 0.18
H 2.06 2.54 -0.15
H 1.36 2.37 1.42
H 0.75 -3.38 -0.25
H -1.06 -3.16 -0.59
H -0.34 -2.67 1.06
H 0.95 -0.07 2.46
H 2.65 -0.34 1.85
H 1.33 -1.61 1.71
H 2.04 0.76 -1.91
H 2.49 -1.37 -1.57

Structure (SMILES): C=C1C(C)=C(C)[C@](C)(P)[C@H]1C
HOMO-LUMO gap: 8.7 eV


--- b ---
This record from OMol25 describes an isolated molecule of C10H17P. The level of theory is wB97M-V/def2-TZVPD.

CARTESIAN COORDINATES (ANGSTROEM)
C 1.51 -0.03 -1.33
C 1.65 -1.13 -0.29
C 0.55 1.54 1.24
C -0.08 1.71 -0.12
C -0.12 1.71 2.37
C 0.16 0.63 -1.17
C 0.52 -1.63 0.20
C -0.52 1.12 -2.50
C 0.48 -2.80 1.06
C -2.08 -0.65 0.33
P -0.77 -0.99 -0.84
H 1.72 -0.41 -2.38
H 2.64 -1.34 0.17
H 2.37 0.75 -1.32
H 1.51 1.03 1.22
H -1.20 1.78 0.03
H 0.29 2.76 -0.34
H 0.47 1.67 3.38
H -1.13 1.96 2.70
H -0.02 2.10 -2.84
H -1.54 1.19 -2.17
H -0.54 0.51 -3.30
H 0.66 -2.69 2.23
H 1.19 -3.65 0.84
H -0.59 -3.12 1.08
H -2.88 0.07 0.08
H -1.75 -0.42 1.38
H -2.49 -1.68 0.29

Structure (SMILES): C=CC[C@@]1(C)CC=C(C)P1C
HOMO-LUMO gap: 8.8 eV


Of them, a has the lowest stability.


--- a ---
This record from OMol25 describes a structure of composition C11H23CdN2O4P2. The level of theory is wB97M-V/def2-TZVPD.

CARTESIAN COORDINATES (ANGSTROEM)
Cd -0.13 0.17 0.87
P -0.88 2.11 -0.19
C -0.03 2.33 -1.69
C 1.12 1.59 -2.12
N 1.46 0.49 -1.37
C 2.49 -0.28 -1.70
C 3.38 0.07 -2.74
C 3.09 1.19 -3.53
C 1.93 1.92 -3.25
C 2.71 -1.54 -0.88
P 1.17 -2.27 -0.21
H 1.62 2.75 -3.88
H 4.27 -0.53 -2.89
H 3.77 1.49 -4.33
H 3.21 -2.30 -1.53
H 3.40 -1.31 -0.05
H -2.36 -0.15 -5.36
H -0.45 3.09 -2.36
H -2.09 -3.03 -0.90
O -2.68 0.34 -4.60
H -3.59 0.43 -4.79
H 0.17 -1.31 0.07
O -2.80 -2.54 -1.32
H -2.17 -1.90 -1.65
C 0.66 -3.33 -1.58
H 1.54 -3.91 -1.93
H -0.12 -4.03 -1.22
H 0.27 -2.71 -2.39
C 1.70 -3.37 1.11
H 0.90 -4.10 1.31
H 2.61 -3.94 0.80
H 1.92 -2.82 2.04
C -0.25 3.36 0.99
H -0.90 4.24 0.89
H -0.22 2.99 2.03
H 0.77 3.58 0.66
C -2.68 2.38 -0.33
H -3.23 1.99 0.54
H -2.85 3.46 -0.44
H -3.04 1.83 -1.21
O -0.56 -0.46 3.10
N 0.54 -0.02 3.55
O 1.35 0.38 2.66

HOMO-LUMO gap: 5.5 eV
Total charge: +1


--- b ---
This record from OMol25 describes a structure of composition C11H23CdN2O4P2. The level of theory is wB97M-V/def2-TZVPD.

CARTESIAN COORDINATES (ANGSTROEM)
Cd 0.38 -1.35 -0.16
P -2.17 -1.31 0.13
C -2.40 0.40 -0.50
C -1.54 1.43 0.19
N -0.28 1.05 0.42
C 0.60 1.93 0.94
C 0.20 3.21 1.32
C -1.12 3.61 1.10
C -2.00 2.71 0.51
C 2.05 1.50 1.09
P 2.47 0.05 0.01
H -3.04 2.94 0.28
H 0.97 3.86 1.74
H -1.45 4.61 1.40
H 2.73 2.34 0.86
H 2.24 1.19 2.13
H -2.00 0.31 -1.56
H -3.46 0.67 -0.50
H 0.13 -0.62 -3.01
O -0.68 -0.09 -2.69
H -1.06 0.36 -3.45
H 1.42 -2.01 -2.23
O 1.51 -1.38 -2.99
H 1.95 -1.89 -3.70
C 3.09 0.86 -1.50
H 3.99 1.45 -1.28
H 3.31 0.10 -2.26
H 2.32 1.53 -1.90
C 3.88 -0.73 0.85
H 4.25 -1.54 0.22
H 4.69 -0.02 1.06
H 3.52 -1.16 1.80
C -2.71 -1.23 1.86
H -3.80 -1.10 1.90
H -2.41 -2.16 2.35
H -2.22 -0.39 2.36
C -3.43 -2.25 -0.78
H -3.27 -3.31 -0.58
H -4.44 -1.96 -0.46
H -3.33 -2.07 -1.86
O -0.16 -3.93 2.88
N 0.67 -3.46 2.12
O 0.60 -2.17 1.89

HOMO-LUMO gap: 6.6 eV
Total charge: +1


Of them, a has the lowest stability.


--- a ---
This record from OMol25 describes a cluster of 2 separate species, CH5S3 in total. The level of theory is wB97M-V/def2-TZVPD.

CARTESIAN COORDINATES (ANGSTROEM)
S 2.57 -0.34 -0.04
H 2.05 0.24 -1.13
C -1.27 0.47 -0.44
S -1.23 -0.96 0.63
S 0.22 -1.20 2.12
H -0.65 0.21 -1.32
H -2.28 0.75 -0.74
H -0.84 1.34 0.04
H 1.42 -0.50 0.88

HOMO-LUMO gap: 6.4 eV
Total charge: -1


--- b ---
This record from OMol25 describes a cluster of 2 separate species, CH5S3 in total. The level of theory is wB97M-V/def2-TZVPD.

CARTESIAN COORDINATES (ANGSTROEM)
S 1.14 3.01 -1.70
H 2.02 2.30 -0.98
C -0.62 -2.06 0.46
S 0.09 -0.46 0.00
S -1.05 0.81 1.17
H -1.02 -2.56 -0.42
H -1.32 -2.01 1.28
H 0.24 -2.62 0.85
H 0.51 3.58 -0.65

HOMO-LUMO gap: 5.3 eV
Total charge: -1


Of them, a has the lowest stability.


--- a ---
This record from OMol25 describes the ion C8H11N2 with charge +1. The level of theory is wB97M-V/def2-TZVPD.

CARTESIAN COORDINATES (ANGSTROEM)
C 1.67 -0.30 1.33
C -0.41 -1.39 0.90
C 1.88 -1.18 2.37
C -0.03 -2.33 1.87
C 0.39 -0.30 0.70
C 0.04 0.81 -0.22
C -0.77 0.68 -1.57
C -0.36 1.53 -2.76
N 1.06 -2.21 2.62
N -1.32 1.26 -0.34
H 2.29 0.53 1.03
H -1.37 -1.62 0.47
H 2.67 -1.44 3.02
H -0.69 -3.27 1.98
H 0.82 1.44 -0.37
H -1.12 -0.29 -1.74
H -1.30 2.10 -3.13
H -0.05 0.73 -3.51
H 0.32 2.34 -2.58
H -2.05 0.68 0.29
H -1.66 2.23 -0.37

Structure (SMILES): C[C@@H]1[NH2+][C@H]1c1ccncc1
HOMO-LUMO gap: 9.8 eV
Total charge: +1


--- b ---
This record from OMol25 describes the ion C8H11N2 with charge +1. The level of theory is wB97M-V/def2-TZVPD.

CARTESIAN COORDINATES (ANGSTROEM)
C -2.60 -0.72 -0.03
C 1.40 -0.07 -0.51
C 1.05 1.22 0.28
C -0.04 -2.34 -0.14
C -1.54 1.43 -0.09
C 0.80 -1.15 0.39
C -0.37 0.97 0.84
C -1.34 -1.25 0.42
N -0.39 -0.47 0.84
N -2.57 0.50 -0.35
H -3.46 -1.32 -0.25
H 0.90 -0.06 -1.48
H 2.46 -0.18 -0.67
H 1.76 1.35 1.10
H 1.09 2.11 -0.35
H -0.10 -2.48 -1.21
H 0.00 -3.26 0.42
H -2.03 2.30 0.34
H -1.16 1.75 -1.08
H 1.48 -1.42 1.20
H -0.50 1.38 1.85

Structure (SMILES): C1=NC[C@@H]2CC[C@@H]3CC1=[N+]32
HOMO-LUMO gap: 9.1 eV
Total charge: +1


Of them, a has the lowest stability.


--- a ---
This record from OMol25 describes a cluster of 3 separate species, C3H11N2S2 in total. The level of theory is wB97M-V/def2-TZVPD.

CARTESIAN COORDINATES (ANGSTROEM)
C -0.25 -2.48 0.41
C 1.91 0.44 -1.13
C -0.82 -1.30 -0.17
N 2.68 1.02 -1.99
N 1.11 -0.56 -1.21
S -1.20 0.20 0.68
S -3.61 2.84 2.65
H 0.23 -2.81 -0.51
H 0.26 -2.23 1.43
H -1.01 -3.11 0.76
H 1.78 0.93 -0.19
H 3.13 1.92 -2.00
H 2.91 0.44 -2.78
H -2.32 3.10 2.91
H 1.16 -0.86 -2.14
H -1.43 -1.38 -1.16
H -0.35 -0.28 1.75
H -4.19 4.13 2.67

HOMO-LUMO gap: 7.2 eV
Total charge: +1


--- b ---
This record from OMol25 describes a cluster of 2 separate species, C3H11N2S2 in total. The level of theory is wB97M-V/def2-TZVPD.

CARTESIAN COORDINATES (ANGSTROEM)
C -2.75 0.49 0.08
C -2.53 0.38 -1.23
N -1.26 -0.17 -1.74
N -3.82 1.09 0.63
H -2.03 0.13 0.80
H -3.20 0.75 -1.99
H -0.71 0.53 -2.25
H -0.63 -0.48 -0.99
H -1.44 -0.97 -2.35
H -4.60 1.34 0.04
H -4.07 0.85 1.58
C 1.20 -0.80 2.00
S 2.46 0.07 1.04
S 1.95 -0.41 -0.89
H 0.21 -0.38 1.83
H 1.46 -0.67 3.05
H 1.21 -1.86 1.78
H 2.45 -1.66 -0.94

HOMO-LUMO gap: 9.2 eV
Total charge: +1


Of them, a has the lowest stability.